Molecular formula: C60H135F18N12O39S6
Method: DFT, the ωB97M-V functional and the def2-TZVPD basis

**E_tot**: -276047.7182 eV
**Highest occupied orbital energy**: 0.10 eV
**Strongest force on any atom**: 8.1 eV Å⁻¹
**LUMO**: 1.02 eV
**Net charge**: -3

```
270
Properties=species:S:1:pos:R:3:forces:R:3:lowdin_charge:R:1
C 2.74830 -0.69718 -30.16554 -1.309 -0.055 -1.374 -0.60
F 3.46549 -1.48111 -29.38257 -0.567 -0.096 0.072 0.14
F 2.43239 -1.33547 -31.34517 1.173 1.101 1.799 0.09
F 1.57318 -0.31118 -29.63792 1.388 -0.559 0.303 0.13
S 3.79987 0.79784 -30.58390 1.284 0.745 -1.137 0.73
O 5.19127 0.29563 -30.65403 -1.961 0.521 0.346 -0.35
O 3.19382 1.23696 -31.85511 0.894 -0.376 2.345 -0.31
N 3.66580 1.90668 -29.20400 0.587 -1.715 -3.222 -0.29
S 3.81815 3.34434 -29.90089 -0.680 2.210 -0.072 0.57
O 4.71956 3.45599 -31.04213 -0.129 -0.363 1.094 -0.33
O 2.53905 4.01283 -30.02715 1.447 -0.214 0.329 -0.28
C 4.80224 4.32103 -28.52234 -0.447 -0.728 -0.113 -0.61
F 5.97198 3.73972 -28.20889 0.542 -0.466 -0.468 0.09
F 5.11024 5.55244 -28.96559 -0.479 -0.289 0.202 0.11
F 4.15113 4.37163 -27.35684 -0.337 0.520 -0.584 0.12
C 3.75416 -7.44997 -32.29566 -0.980 0.038 -0.999 -0.66
F 2.92917 -8.52271 -32.34473 -0.152 0.666 -0.053 0.10
F 3.75158 -6.97877 -31.06531 0.350 -0.095 -0.081 0.15
F 4.93820 -7.91470 -32.66242 0.675 0.254 0.250 0.13
S 3.26619 -6.05448 -33.53510 2.960 -0.470 0.358 0.71
O 4.41764 -5.08646 -33.41264 -3.261 -2.100 0.163 -0.34
O 3.25038 -6.64309 -34.85596 -1.235 -0.218 0.438 -0.33
N 1.69514 -5.76666 -32.85285 2.709 -3.877 -2.420 -0.28
S 1.91798 -4.34987 -32.43110 0.306 6.742 4.395 0.48
O 2.95204 -4.08990 -31.39843 -2.115 -0.689 -1.444 -0.33
O 1.95385 -3.44158 -33.56259 -0.410 0.268 -0.273 -0.34
C 0.26743 -3.98014 -31.49816 0.173 1.166 0.045 -0.61
F 0.20921 -2.64570 -31.15858 -0.038 -1.617 -1.166 0.10
F -0.79875 -4.34052 -32.23401 0.427 0.526 -0.220 0.11
F 0.18254 -4.62937 -30.36782 0.384 -0.740 0.555 0.16
C 8.04733 0.56602 -24.26256 -1.954 -0.185 2.125 -0.66
F 7.46425 -0.60096 -24.56031 0.835 -0.545 0.468 0.11
F 9.35595 0.52986 -24.41432 0.302 -0.138 -0.685 0.14
F 7.45281 1.40111 -25.10069 0.646 1.121 -0.323 0.12
S 7.63320 1.06339 -22.40106 2.348 0.924 1.779 0.73
O 8.73511 1.95335 -21.90030 -2.371 -2.099 -1.825 -0.35
O 6.30194 1.66171 -22.48943 1.740 -1.283 -0.016 -0.31
N 7.91151 -0.47156 -21.60604 1.691 2.967 -2.697 -0.32
S 6.59969 -0.87801 -20.95118 -3.948 0.599 1.896 0.53
O 6.21312 0.04343 -19.87219 0.630 -1.709 -0.368 -0.33
O 5.53519 -1.09003 -21.91530 0.357 -1.055 0.487 -0.33
C 7.03851 -2.61840 -20.15209 -0.964 1.920 -1.779 -0.65
F 5.92649 -3.14537 -19.66825 -0.390 -0.432 -0.418 0.14
F 7.53938 -3.39716 -21.15080 -0.060 0.197 1.339 0.10
F 7.83641 -2.47492 -19.12370 1.283 -0.255 0.099 0.15
C 3.66918 6.65879 -32.22761 -0.043 0.984 0.903 -0.01
C 2.76481 7.83982 -31.87158 -0.608 -0.276 0.826 -0.24
C 1.85603 7.67693 -30.66347 -0.458 -1.689 1.225 -0.14
O 2.62059 7.44147 -29.46123 0.284 0.576 -0.210 -0.21
C 1.95324 7.75848 -28.23645 0.408 -0.026 0.085 -0.08
N 3.55536 9.13704 -31.49216 -0.381 -1.134 -1.487 0.23
H 4.33734 9.32195 -32.10405 0.166 -0.096 -0.310 0.14
H 2.85716 9.84699 -31.66121 0.031 0.641 0.510 0.16
H 3.87538 9.09799 -30.53499 -0.193 0.218 1.095 0.09
H 4.28677 6.41333 -31.36366 0.574 0.253 -0.030 0.06
H 4.19560 7.00752 -33.11608 0.353 -0.737 -0.140 0.09
H 3.14416 5.71481 -32.37371 -0.422 0.408 -0.547 0.09
H 2.15567 8.11181 -32.73360 -0.204 -0.092 -0.177 0.14
H 1.26101 6.76978 -30.76900 -0.259 0.039 -0.658 0.14
H 1.13514 8.47476 -30.48491 0.118 0.458 -0.317 0.14
H 1.08977 7.15000 -27.96764 -0.217 -0.132 -0.730 0.07
H 1.69883 8.81769 -28.19844 -0.131 0.049 -0.099 0.06
H 2.65157 7.55497 -27.42466 0.312 0.095 -0.162 0.09
C 7.33757 8.25171 -29.46187 -1.038 0.911 1.051 -0.01
C 7.87922 9.65853 -29.06016 2.052 -0.718 -1.334 -0.24
C 9.18931 9.90996 -29.86163 -0.100 0.061 -0.381 -0.23
O 9.82453 11.06979 -29.45859 0.469 0.963 2.156 -0.19
C 11.01897 11.38560 -30.14234 -1.095 0.162 -1.525 -0.09
N 6.91638 10.80246 -29.36792 0.919 -1.199 0.502 0.25
H 6.00290 10.56782 -29.00655 -2.186 -0.467 0.306 0.08
H 7.13760 11.66802 -28.89676 0.474 0.409 -0.086 0.16
H 6.79579 10.96063 -30.35814 0.020 0.179 -0.322 0.16
H 7.82515 7.37900 -29.02739 0.858 0.452 -0.027 0.09
H 7.22755 8.10831 -30.53677 -0.074 0.152 0.043 0.08
H 6.38416 8.15342 -28.94280 -0.566 0.013 -0.511 0.08
H 8.15217 9.70705 -28.00601 -0.412 0.015 0.034 0.15
H 8.98159 10.03641 -30.92417 -0.557 -0.252 -0.524 0.12
H 9.91423 9.09674 -29.82618 -0.348 -0.602 0.445 0.13
H 11.44646 12.32800 -29.79994 -0.206 -0.263 0.296 0.09
H 10.63667 11.52140 -31.15403 0.639 0.429 -0.640 0.08
H 11.77707 10.60850 -30.23986 -0.037 -0.334 0.705 0.09
C 9.28918 4.03507 -28.26245 -0.449 0.130 0.329 -0.04
C 9.39390 3.65183 -29.75033 -0.842 1.002 1.586 -0.25
C 9.18926 4.79804 -30.77410 -1.327 -0.453 -2.448 -0.16
O 7.80883 5.15801 -31.11376 0.827 -0.597 2.302 -0.20
C 7.69071 5.84502 -32.36263 1.112 -0.289 1.013 -0.06
N 10.75369 2.96613 -29.99727 -1.049 0.529 -0.249 0.22
H 10.87498 2.17363 -29.38301 0.006 -0.178 0.654 0.15
H 10.74464 2.57643 -30.92901 0.248 0.018 -0.646 0.14
H 11.52272 3.61044 -29.88078 0.425 0.246 0.032 0.15
H 8.44850 4.67875 -28.00351 -0.563 -0.051 -0.755 0.08
H 10.04576 4.65162 -27.77711 0.786 -0.344 -0.404 0.09
H 9.06442 3.14195 -27.67942 0.407 -0.069 0.163 0.07
H 8.69925 2.81750 -29.84756 -0.348 0.340 -0.686 0.15
H 9.52751 4.41131 -31.73542 0.601 -0.438 -0.355 0.10
H 9.81701 5.68175 -30.65975 -0.026 0.227 0.872 0.12
H 6.70557 6.30240 -32.45429 -0.119 -0.710 -0.039 0.09
H 7.97285 5.10132 -33.10788 -0.393 0.443 -0.675 0.09
H 8.40849 6.66434 -32.32268 0.277 0.249 -0.495 0.07
C 6.33675 9.49938 -24.99499 0.429 0.657 -2.142 -0.06
C 6.25759 9.18561 -23.56033 1.934 0.167 1.409 -0.28
C 5.17256 8.20256 -23.21029 0.005 -0.399 1.635 -0.15
O 4.90304 8.24719 -21.78198 -0.007 0.061 -0.791 -0.18
C 3.62374 8.82803 -21.48426 0.169 -0.073 -0.377 -0.08
N 7.66807 8.64318 -23.11213 -0.699 0.588 -0.576 0.24
H 7.90650 8.74189 -22.13566 -0.644 -0.352 0.602 0.16
H 7.85178 7.69259 -23.39979 0.825 -1.363 -0.335 0.10
H 8.37573 9.20970 -23.55752 0.301 -0.041 -0.627 0.15
H 6.71229 8.70495 -25.63993 -0.398 -0.693 0.273 0.09
H 7.03965 10.28750 -25.26501 0.182 0.402 0.585 0.08
H 5.38877 9.85715 -25.39677 -0.178 -0.258 0.142 0.10
H 6.35754 10.07597 -22.93954 -1.482 0.316 -0.109 0.15
H 5.53982 7.20630 -23.45661 0.062 -0.231 0.113 0.14
H 4.28393 8.30796 -23.83264 -0.097 0.451 0.164 0.14
H 3.51689 9.71828 -22.10403 -0.417 0.071 -0.045 0.08
H 3.52372 9.13719 -20.44382 0.610 -0.173 0.048 0.08
H 2.82963 8.10242 -21.66031 -0.072 0.073 -0.293 0.10
C -0.14351 2.85157 -29.18411 0.055 0.677 0.686 -0.05
C -0.85179 2.01945 -30.18688 -1.043 -1.177 -1.004 -0.27
C -0.04197 1.61889 -31.43763 -0.521 0.918 0.332 -0.16
O -0.85361 0.89036 -32.35067 0.638 -0.014 0.274 -0.15
C -0.07919 0.45758 -33.44534 -0.374 -0.775 -0.561 -0.11
N -1.33818 0.76416 -29.49933 0.232 -0.344 0.417 0.25
H -0.58295 0.12986 -29.28165 0.579 -0.265 0.353 0.11
H -1.80496 0.87814 -28.61094 0.115 0.815 0.716 0.17
H -2.04056 0.20566 -29.96285 -1.091 -0.481 -1.538 0.10
H 0.17707 3.80314 -29.60820 0.436 -0.373 -0.168 0.08
H 0.63720 2.26870 -28.69538 0.396 0.300 -0.152 0.07
H -0.79287 3.17338 -28.36994 -0.316 -0.337 0.035 0.09
H -1.75518 2.49670 -30.56666 -0.036 0.201 0.047 0.16
H 0.89757 1.11014 -31.22190 -0.243 -0.104 0.093 0.09
H 0.20594 2.57008 -31.90867 0.282 0.199 -0.033 0.12
H 0.78149 1.07097 -33.71196 -0.151 0.487 0.191 0.09
H -0.73356 0.35363 -34.31082 -0.175 0.416 -0.087 0.09
H 0.30466 -0.55301 -33.30584 0.265 -0.320 0.515 0.07
C 3.57591 2.52554 -24.77586 -0.249 -0.812 0.973 -0.03
C 3.90719 1.23741 -25.57536 -1.276 -0.228 0.733 -0.20
C 4.01485 -0.11290 -24.71626 -1.515 3.047 0.548 -0.20
O 4.41498 -1.10167 -25.53578 2.428 -1.726 -2.667 -0.19
C 4.42661 -2.40317 -25.01212 -0.480 -1.524 0.166 -0.07
N 2.78997 1.00608 -26.61075 1.022 -0.764 0.553 0.24
H 2.67229 0.00348 -26.64306 -0.322 -0.606 -0.333 0.11
H 1.85438 1.35086 -26.44985 -1.280 0.850 1.404 0.10
H 2.97171 1.33463 -27.54838 0.681 0.243 -0.539 0.06
H 3.40706 3.42077 -25.37431 -0.002 -0.358 -0.099 0.05
H 4.24692 2.75639 -23.94849 0.992 -0.170 -0.513 0.06
H 2.70150 2.35417 -24.14805 -0.671 -0.117 -0.664 0.09
H 4.84700 1.33280 -26.11918 -0.054 0.013 -0.243 0.11
H 3.03552 -0.46219 -24.38916 -0.447 0.896 0.834 0.14
H 4.69937 0.15174 -23.91035 0.037 -0.427 0.301 0.10
H 5.08738 -3.11428 -25.50791 0.933 0.797 -0.572 0.07
H 3.49987 -2.93211 -25.23456 -0.737 0.517 0.607 0.08
H 4.70445 -2.48642 -23.96143 -0.289 0.492 0.146 0.09
C 7.31781 2.14253 -35.10586 0.975 -1.185 0.222 -0.02
C 7.19904 1.14807 -33.89823 -0.298 -0.459 -1.540 -0.19
C 5.85487 0.37348 -33.79220 -0.735 -0.776 -0.496 -0.18
O 5.58588 -0.41519 -34.95746 0.807 -0.783 -0.615 -0.22
C 4.38158 -1.27340 -34.89958 0.865 1.255 0.881 -0.03
N 8.36214 0.06001 -34.03191 -1.176 0.754 0.572 0.23
H 8.26384 -0.55212 -34.82923 -0.216 0.356 -0.903 0.15
H 9.29045 0.44905 -33.94825 0.164 0.193 -0.421 0.14
H 8.29008 -0.61547 -33.28448 -0.306 -0.692 1.634 0.09
H 7.53267 1.60750 -36.03089 -1.009 -0.349 -0.203 0.08
H 8.26238 2.68586 -35.07942 0.041 0.572 0.780 0.06
H 6.47518 2.82525 -35.21530 -0.033 -0.243 0.055 0.08
H 7.40823 1.69832 -32.98086 -0.152 -0.402 0.205 0.13
H 5.02569 1.06949 -33.66527 0.183 0.502 0.240 0.11
H 5.80207 -0.33063 -32.96181 0.515 0.351 0.558 0.10
H 4.29247 -1.81142 -33.95581 0.068 0.310 0.383 0.07
H 4.42670 -2.08501 -35.62576 0.225 0.608 -0.472 0.08
H 3.56812 -0.55711 -35.01500 -0.421 -0.532 -0.172 0.09
C 7.26055 0.20619 -28.25226 -0.026 -0.628 -0.075 -0.02
C 7.49443 -1.20135 -27.71072 -0.119 -0.217 1.149 -0.26
C 6.45610 -2.27848 -28.06498 -0.441 -0.161 -0.418 -0.14
O 6.81567 -3.55883 -27.57479 1.827 1.477 0.844 -0.17
C 6.02539 -4.59772 -27.99420 -1.027 -1.844 -0.351 -0.12
N 8.85433 -1.70336 -28.12834 0.045 -0.081 0.570 0.24
H 9.56940 -0.99871 -28.01771 0.035 0.394 -0.294 0.15
H 9.15600 -2.45949 -27.53053 -0.303 -0.633 0.273 0.16
H 8.84827 -2.09278 -29.06022 0.068 -0.425 -1.449 0.10
H 7.46520 0.19565 -29.32282 -0.516 0.294 -0.165 0.07
H 7.87558 0.95457 -27.75249 0.435 -0.160 0.156 0.06
H 6.24933 0.52070 -27.99418 -0.156 -0.137 -0.541 0.09
H 7.58995 -1.11609 -26.62826 -0.299 -0.268 -0.016 0.12
H 6.34632 -2.35715 -29.14658 0.009 0.241 -0.280 0.11
H 5.48532 -2.00003 -27.65492 -0.033 0.383 0.098 0.12
H 5.06672 -4.65578 -27.47875 -0.438 0.617 -0.178 0.09
H 6.45072 -5.56401 -27.72316 0.715 0.207 0.169 0.09
H 5.90113 -4.67120 -29.07461 -0.159 0.459 -0.171 0.09
C 0.57030 -2.25867 -36.88098 0.909 0.815 -0.987 -0.03
C 0.01296 -3.57989 -36.46261 -0.586 0.800 1.638 -0.28
C -1.18262 -3.41201 -35.46280 -0.015 -0.410 -1.074 -0.16
O -2.27701 -2.68526 -35.99265 -0.037 -0.802 -0.256 -0.15
C -3.19009 -3.39367 -36.85554 0.779 1.223 0.189 -0.08
N -0.31652 -4.46736 -37.65672 -0.017 0.004 0.443 0.24
H 0.52176 -4.81100 -38.10316 0.465 -0.274 0.043 0.17
H -0.88144 -5.24089 -37.33642 -0.010 -0.581 0.223 0.16
H -0.86085 -4.03614 -38.39012 -0.266 0.776 -0.040 0.14
H 0.48535 -1.51860 -36.08526 -0.135 -0.140 -0.001 0.10
H 0.18056 -1.81791 -37.79856 -0.663 -0.017 0.103 0.09
H 1.63298 -2.34130 -37.10898 0.194 -0.112 0.197 0.09
H 0.80976 -4.04847 -35.88498 -0.129 -0.648 -0.082 0.14
H -0.77225 -2.89475 -34.59554 -0.084 0.302 -0.137 0.13
H -1.50756 -4.37486 -35.06856 -0.117 -0.367 -0.085 0.13
H -4.08174 -2.76673 -36.85183 -0.201 -0.503 0.176 0.10
H -3.36659 -4.44663 -36.63590 -0.152 0.023 0.705 0.09
H -2.84803 -3.37058 -37.89022 0.284 0.111 -0.421 0.06
C 6.60053 -3.33098 -31.82605 0.005 -0.340 0.398 -0.01
C 7.96599 -2.95985 -31.24247 -0.846 -3.205 -0.054 -0.84
O 8.60854 -3.78110 -30.57350 -0.087 -1.290 1.584 -0.06
O 8.46079 -1.88331 -31.50313 0.985 5.281 -1.633 -0.09
H 6.54448 -3.00649 -32.86512 -0.256 0.128 0.074 0.07
H 5.79667 -2.90226 -31.22765 -0.066 0.564 -0.231 0.07
H 6.35778 -4.39204 -31.76848 0.479 -0.061 -0.159 0.07
C 8.15246 4.53286 -24.83904 -1.163 -0.520 0.890 -0.02
C 8.72923 5.89673 -24.85701 2.118 0.835 2.078 -0.82
O 9.34563 6.34052 -23.83068 -0.875 -0.370 1.063 -0.12
O 8.68274 6.60159 -25.84812 -1.095 1.220 -3.506 -0.07
H 7.15778 4.55773 -25.28410 0.127 -0.210 -0.570 0.08
H 7.95227 4.26276 -23.80219 0.401 -0.346 0.024 0.08
H 8.79594 3.78357 -25.30012 -0.065 0.084 -0.032 0.07
C 0.72901 5.03590 -25.96864 0.163 -0.176 0.094 -0.03
C -0.07956 3.77195 -25.44147 -0.433 1.144 -0.137 -0.80
O 0.32249 2.64267 -25.69393 2.273 -1.848 -1.260 -0.06
O -1.11120 3.98582 -24.81034 -0.957 1.501 0.773 -0.06
H 0.27071 5.56421 -26.80466 -0.617 -0.281 0.025 0.03
H 1.72982 4.81545 -26.33996 0.178 -0.408 0.115 0.02
H 0.83277 5.77889 -25.17788 -0.106 0.012 0.242 0.05
C -3.19090 -1.93561 -32.46224 -0.525 0.188 0.152 -0.04
C -3.70736 -1.80058 -31.00837 -0.173 0.483 1.145 -0.79
O -3.97098 -2.80607 -30.34909 -0.254 -2.001 -0.524 -0.07
O -3.76033 -0.66267 -30.47041 0.786 1.344 -0.898 -0.11
H -3.01268 -2.98616 -32.69177 0.710 0.039 0.231 0.04
H -2.36987 -1.22079 -32.51748 0.439 -0.444 -0.331 0.05
H -3.88303 -1.64449 -33.25236 -0.473 0.462 0.305 0.06
C 3.71068 3.05895 -35.59859 0.994 -0.234 1.526 -0.06
C 3.96000 4.19541 -36.63715 -1.732 -1.152 -0.332 -0.81
O 4.25600 3.80258 -37.78743 0.856 0.062 -0.374 -0.12
O 3.64076 5.32342 -36.23982 0.812 0.555 0.222 -0.07
H 4.39641 2.21225 -35.56747 0.464 -0.222 -0.919 0.01
H 2.74640 2.55385 -35.54255 -0.392 0.633 -0.430 0.06
H 3.90862 3.48807 -34.61636 -0.503 0.255 0.372 0.05
C 1.22186 -2.70342 -27.12857 -0.279 -1.292 0.622 -0.03
C 0.64020 -1.52302 -26.32506 1.028 0.061 0.091 -0.82
O 0.74485 -1.47505 -25.10087 0.632 -1.279 1.718 -0.04
O 0.24626 -0.56124 -26.98011 -0.838 1.589 -2.642 -0.06
H 2.16199 -2.46398 -27.62547 -0.187 0.285 -0.212 0.04
H 0.51055 -3.15723 -27.81865 -0.039 0.580 -0.464 0.06
H 1.45072 -3.55579 -26.48888 0.169 0.066 0.477 0.05
C 0.41406 4.92705 -33.81756 1.242 -0.122 0.325 -0.02
C -0.05352 6.07464 -34.71211 -1.024 0.174 -0.500 -0.79
O -0.82738 5.76731 -35.62109 -0.846 -1.399 -1.078 -0.05
O 0.27445 7.27146 -34.58026 1.683 0.914 1.644 -0.09
H -0.34649 4.28025 -33.38018 -0.408 0.498 -0.169 0.06
H 1.09378 5.25556 -33.03132 -0.227 0.361 0.456 0.03
H 1.08346 4.27671 -34.38063 -0.121 -0.081 -0.541 0.05
C -2.54746 5.70902 -29.41161 -0.085 -0.479 0.449 -0.04
C -3.03195 6.21400 -30.79228 -0.034 -0.769 -2.156 -0.80
O -2.89421 5.45842 -31.79314 0.570 -0.915 1.133 -0.10
O -3.53990 7.33894 -30.92470 -0.282 1.359 1.603 -0.12
H -1.63730 6.19147 -29.05530 0.048 0.450 -0.118 0.04
H -2.31318 4.64556 -29.36408 -0.003 -0.119 -0.626 0.03
H -3.29039 5.80281 -28.61954 -0.206 0.542 -0.060 0.06
C 2.37617 11.45654 -27.63019 0.219 0.576 0.892 -0.03
C 3.63194 11.40060 -28.50958 -0.975 0.175 -1.123 -0.74
O 4.07543 10.23444 -28.70664 1.562 -0.733 -0.069 -0.12
O 4.04901 12.42724 -29.10250 0.123 -0.434 0.871 -0.07
H 1.44122 11.36650 -28.18324 0.198 0.409 -0.378 0.08
H 2.41804 12.38482 -27.06042 -0.408 0.276 -0.265 0.06
H 2.27355 10.67925 -26.87296 0.584 -0.346 -0.205 0.06
```
Positions in Å, forces in eV/Å.